1.
ORCA calculation (ωB97M-V/def2-TZVPD) on 2 unconnected molecules or ions with the total composition C4H9N3.

Its relative energy (zero: lowest compared OMol25 entry of this formula, charge and spin) is 304.3 kJ/mol. As for the total energy: -321.97444 Ha. Its orbital gap is 9.76 eV. The highest occupied orbital energy comes out at -8.922 eV. The spin multiplicity is 1. Its SMILES is CN=C=N.C=NC.

```
16
Properties=species:S:1:pos:R:3:mulliken_charge:R:1
C -1.843 -1.637 0.321 -0.90
N -1.398 -0.349 -0.060 -0.24
C -1.858 0.731 -0.180 0.56
N -2.134 1.935 -0.177 -0.63
H -1.173 -2.354 0.079 0.27
H -1.888 -1.598 1.372 0.35
H -2.675 -1.789 -0.269 0.38
H -2.516 2.272 -1.052 0.24
C 2.629 -0.243 -0.931 -0.30
N 1.920 -0.308 0.105 -0.40
C 1.346 0.777 0.815 -0.54
H 2.934 0.655 -1.515 0.26
H 2.990 -1.202 -1.269 0.27
H 1.216 0.670 1.915 0.21
H 2.006 1.650 0.590 0.37
H 0.445 0.793 0.257 0.12
```

2.
ORCA calculation (ωB97M-V/def2-TZVPD) on 13 unconnected molecules or ions with the total composition C3H30O13S.

Its relative energy (zero: lowest compared OMol25 entry of this formula, charge and spin) is 0.0 kJ/mol. As for the total energy: -1508.68528 Ha. Its orbital gap is 6.27 eV. The highest occupied orbital energy comes out at -1.285 eV. The spin multiplicity is 1. The total charge is -2.

```
47
Properties=species:S:1:pos:R:3:mulliken_charge:R:1
C 1.842 0.131 0.602 -0.48
O 0.951 -0.492 -0.295 -0.60
C 1.186 1.343 1.275 0.73
C 1.989 1.926 2.416 -0.99
S 1.203 3.384 3.216 -0.70
H 2.052 -0.585 1.422 -0.03
H 2.824 0.414 0.206 0.27
H 0.152 1.133 1.546 -0.57
H 1.038 2.105 0.499 0.00
H 2.971 2.246 2.065 0.27
H 2.147 1.143 3.167 0.33
H 3.158 -1.020 -3.061 0.29
H 1.849 -1.631 -3.588 0.43
O 2.678 -1.196 -3.874 -0.67
H -0.283 -0.917 0.484 0.46
H -1.073 -0.900 1.878 0.23
O -1.025 -1.372 1.035 -0.67
H -3.243 -2.484 -0.946 0.29
H -2.246 -2.285 0.254 0.40
O -2.928 -2.891 -0.130 -0.69
H -0.252 0.596 -1.134 0.39
H -0.013 2.087 -1.466 0.24
O -0.582 1.341 -1.682 -0.75
H -0.707 0.671 -3.547 0.33
H -1.500 -0.462 -4.119 0.32
O -1.411 0.496 -4.199 -0.67
H -2.395 -0.469 -1.188 0.29
H -2.689 0.625 -2.198 0.33
O -3.133 -0.013 -1.610 -0.64
H 1.950 -3.818 1.719 0.36
H 2.988 -2.797 2.269 0.32
O 2.656 -3.694 2.372 -0.68
H 0.364 -1.254 -1.786 0.52
H 0.361 -2.769 -2.330 0.28
O 0.349 -1.839 -2.568 -0.78
H -4.509 0.627 -0.332 0.35
H -4.697 1.943 0.360 0.28
O -4.642 0.999 0.559 -0.63
H 0.555 5.136 1.257 0.29
H 1.888 4.889 0.864 0.29
O 1.030 5.008 0.419 -0.65
H 0.537 -3.016 0.667 0.43
H 1.324 -2.100 -0.129 0.38
O 1.225 -3.106 -0.021 -0.89
H -1.559 1.224 2.520 0.32
H -0.767 0.905 3.784 0.32
O -1.613 0.738 3.349 -0.66
```

3.
ORCA calculation (ωB97M-V/def2-TZVPD) on 2 unconnected molecules or ions with the total composition C4H7N2OS.

Its relative energy (zero: lowest compared OMol25 entry of this formula, charge and spin) is 93.8 kJ/mol. As for the total energy: -739.26827 Ha. Its orbital gap is 8.71 eV. The highest occupied orbital energy comes out at -13.232 eV. The spin multiplicity is 1. The total charge is +1.

```
15
Properties=species:S:1:pos:R:3:mulliken_charge:R:1
C -2.718 -0.172 -0.035 -0.35
C -2.334 1.110 0.253 -0.09
C -0.121 0.741 0.161 0.38
C -1.585 -1.021 -0.450 0.75
N -1.055 1.526 0.478 -0.36
N -0.321 -0.576 -0.265 0.00
O -1.701 -2.249 -0.731 -0.42
S 3.206 0.988 0.738 -0.41
H -3.760 -0.721 -0.190 0.24
H -3.191 1.944 0.465 0.33
H 0.894 1.002 0.421 -0.17
H 3.806 0.711 -0.366 0.20
H 0.525 -1.072 -0.458 0.27
H -2.529 -2.614 -1.122 0.41
H 3.822 0.007 1.530 0.22
```

4.
ORCA calculation (ωB97M-V/def2-TZVPD) on 13 unconnected molecules or ions with the total composition C37H63N3O32S3.

As for the total energy: -5213.77638 Ha. Its orbital gap (spin up / spin down) is 2.56 / 5.88 eV. The highest occupied orbital energy (spin up / spin down) comes out at -1.305 / -4.628 eV. The spin multiplicity is 2. The expectation value of S² is 0.75. The total charge is -1.

```
138
Properties=species:S:1:pos:R:3:lowdin_spin:R:1
C -0.766 -5.537 2.734 0.04
N -0.489 -4.888 1.478 0.41
O -0.909 -5.423 0.439 0.24
O 0.279 -3.888 1.448 0.24
H -0.455 -4.734 3.403 0.00
H -0.291 -6.500 2.920 0.03
H -1.839 -5.730 2.727 0.01
C 3.673 2.005 -0.941 0.00
N 4.289 0.620 -1.036 0.00
O 5.372 0.372 -0.457 0.00
O 3.583 -0.204 -1.649 0.00
H 4.454 2.701 -1.245 0.00
H 3.251 2.228 0.039 0.00
H 2.888 2.063 -1.696 0.00
C 1.772 -0.999 -4.697 0.00
N 0.804 -2.140 -4.342 0.00
O 0.303 -2.154 -3.260 0.00
O 0.575 -2.989 -5.181 0.00
H 2.605 -1.462 -5.226 0.00
H 2.037 -0.540 -3.744 0.00
H 1.274 -0.312 -5.381 0.00
O 2.504 5.254 0.570 0.00
C 1.652 5.301 1.389 0.00
O 0.898 6.401 1.523 0.00
C -0.030 6.397 2.590 0.00
C -0.141 4.865 2.920 0.00
C 1.153 4.257 2.357 0.00
H -0.935 6.913 2.268 0.00
H 0.234 6.935 3.501 0.00
H -1.060 4.370 2.607 0.00
H -0.066 4.701 3.995 0.00
H 1.026 3.337 1.786 0.00
H 1.982 4.117 3.051 0.00
O -4.166 2.561 1.521 0.00
C -3.723 2.535 2.660 0.00
O -3.477 3.692 3.319 0.00
C -3.069 3.403 4.702 0.00
C -2.635 1.953 4.658 0.00
C -3.462 1.388 3.525 0.00
H -3.777 3.582 5.512 0.00
H -2.239 3.988 5.097 0.00
H -2.713 1.484 5.639 0.00
H -1.585 1.917 4.370 0.00
H -4.381 1.139 4.057 0.00
H -2.975 0.615 2.932 0.00
O 4.193 -0.748 6.110 0.00
C 4.220 -0.825 4.896 0.00
O 3.714 -1.833 4.137 0.00
C 3.975 -1.715 2.715 0.00
C 5.088 -0.609 2.759 0.00
C 4.771 0.207 3.948 0.00
H 3.036 -1.409 2.253 0.00
H 4.375 -2.626 2.269 0.00
H 4.907 0.097 1.948 0.00
H 6.089 -1.037 2.794 0.00
H 4.051 0.953 3.610 0.00
H 5.503 0.814 4.481 0.00
O 0.338 3.103 -2.039 0.00
C 0.970 3.861 -2.804 0.00
O 2.082 3.449 -3.519 0.00
C 2.785 4.526 -4.205 0.00
C 1.765 5.580 -4.270 0.00
C 0.717 5.325 -3.147 0.00
H 3.072 4.207 -5.207 0.00
H 3.679 4.757 -3.626 0.00
H 1.177 5.552 -5.187 0.00
H 2.282 6.510 -4.033 0.00
H -0.243 5.685 -3.517 0.00
H 0.968 6.019 -2.345 0.00
O 4.445 -6.622 -1.771 0.00
C 3.984 -5.521 -1.489 0.00
O 3.332 -4.791 -2.474 0.00
C 2.895 -3.587 -1.878 0.00
C 3.761 -3.378 -0.639 0.00
C 4.018 -4.846 -0.185 0.00
H 1.811 -3.554 -1.772 0.00
H 3.183 -2.713 -2.462 0.00
H 3.178 -2.850 0.115 0.00
H 4.694 -2.818 -0.699 0.00
H 3.238 -5.278 0.442 0.00
H 4.949 -4.949 0.373 0.00
O 0.307 0.897 2.746 0.00
C 0.216 0.345 1.622 0.00
O 1.112 -0.391 1.029 0.00
C 0.673 -0.938 -0.256 0.00
C -0.535 -0.146 -0.716 0.00
C -0.958 0.540 0.616 0.00
H 0.521 -2.016 -0.187 0.00
H 1.511 -0.650 -0.891 0.00
H -1.343 -0.772 -1.093 0.00
H -0.292 0.583 -1.489 0.00
H -1.771 0.023 1.126 0.00
H -1.124 1.606 0.459 0.00
O -3.172 -2.586 -0.209 0.00
C -3.492 -3.541 -0.904 0.00
O -3.042 -3.716 -2.106 0.00
C -3.296 -4.982 -2.685 0.00
C -3.529 -5.879 -1.437 0.00
C -4.122 -4.837 -0.545 0.00
H -2.437 -5.243 -3.302 0.00
H -4.267 -4.925 -3.178 0.00
H -2.547 -6.238 -1.128 0.00
H -4.238 -6.694 -1.581 0.00
H -4.062 -5.041 0.524 0.00
H -5.156 -4.519 -0.679 0.00
C -2.828 3.517 -3.088 0.00
C -2.882 2.976 -1.692 0.00
O -3.748 1.898 -1.735 0.00
S -5.122 2.370 -2.635 0.00
O -6.006 3.077 -1.707 0.00
O -5.692 1.261 -3.390 0.00
O -4.190 3.447 -3.518 0.00
H -2.267 2.787 -3.671 0.00
H -2.425 4.529 -3.136 0.00
H -3.388 3.647 -0.998 0.00
H -1.956 2.592 -1.263 0.00
C 0.604 -1.628 5.490 0.00
C -0.482 -0.628 5.948 0.00
O -1.709 -1.214 5.513 0.00
S -1.549 -2.427 4.375 0.00
O -1.583 -1.741 3.084 0.00
O -2.507 -3.468 4.765 0.00
O -0.055 -2.756 4.995 0.00
H 1.194 -2.089 6.283 0.00
H 1.197 -1.192 4.686 0.00
H -0.396 0.273 5.340 0.00
H -0.636 -0.443 7.011 0.00
C -2.664 -1.870 -5.196 0.00
C -2.646 -1.015 -3.871 0.00
O -1.949 0.181 -4.233 0.00
S -2.041 0.485 -5.874 0.00
O -0.854 1.235 -6.335 0.00
O -3.334 0.995 -6.181 0.00
O -1.830 -1.153 -6.102 0.00
H -3.674 -1.892 -5.607 0.00
H -2.412 -2.910 -4.989 0.00
H -1.983 -1.461 -3.129 0.00
H -3.575 -0.787 -3.347 0.00
```

Let's list M in order: 99.1; 306.3; 131.2; 1158.1 g/mol.